[1]
18
Properties=species:S:1:pos:R:3:nbo_charge:R:1 method="wB97M-V/def2-TZVPD" total_energy_ev=-8898.7332 fmax_ev_per_a=4.01 e_lumo_ha=0.02483 smiles="CC(N)=O.C=CC"
C 1.32646 -0.54130 -1.42726 -0.7097
C 1.44608 0.11146 -0.05810 0.7200
N 0.82717 -0.75714 0.99142 -0.9155
O 2.43366 0.76123 0.26343 -0.5903
H 1.22351 -0.55632 1.90186 0.3881
H 0.74463 -1.74731 0.78246 0.3817
H 0.29838 -0.82224 -1.65699 0.2137
H 1.68785 0.15293 -2.18313 0.2374
H 1.94644 -1.44056 -1.44229 0.2332
C -2.08672 -0.30092 0.30543 -0.6634
C -0.98607 0.58754 0.79202 0.0131
C -0.29843 1.46513 -0.02848 -0.5931
H -0.97690 0.75074 1.86539 0.1953
H -2.01852 -0.47634 -0.76865 0.2107
H -3.04820 0.18426 0.50230 0.2339
H -2.08954 -1.26287 0.82094 0.2156
H 0.16732 2.33627 0.40459 0.2250
H -0.59711 1.55543 -1.06493 0.2043

=====

[2]
7
Properties=species:S:1:pos:R:3:mulliken_charge:R:1 method="wB97M-V/def2-TZVPD" total_energy_ev=-11716.5875 fmax_ev_per_a=4.39 e_lumo_ha=-0.38915 charge=+2
Ba 0.67937 1.12524 -2.21072 1.7792
Ba -0.39741 4.24649 -0.04096 1.8636
N -0.23331 -1.81592 0.43926 0.7251
O -1.40605 -2.23682 0.47573 -0.5289
O 0.57107 -2.14232 1.30871 -0.4976
O 0.10217 -0.98329 -0.47062 -0.5259
F 0.68416 1.80662 0.49860 -0.8156

=====

[3]
17
Properties=species:S:1:pos:R:3:nbo_charge:R:1 method="wB97M-V/def2-TZVPD" total_energy_ev=-9437.4344 fmax_ev_per_a=4.95 e_lumo_ha=0.03286 smiles="C=CC(C)(C)OO"
C 1.87470 1.24342 -0.28236 -0.3714
C 1.36544 0.00492 -0.36811 -0.1653
C -0.76629 -0.52516 -1.25986 -0.6407
C -0.75754 0.78613 0.77718 -0.6347
C -0.07936 -0.29354 0.00645 0.1547
O -1.14391 -1.53438 1.72399 -0.4737
O 0.05796 -1.35949 1.03118 -0.2856
H 2.82928 1.52434 -0.49588 0.1946
H 1.24669 2.02563 0.06133 0.1828
H 1.95693 -0.75990 -0.77513 0.2059
H -1.81667 -0.79937 -1.19105 0.2259
H -0.55042 0.35612 -2.00204 0.2412
H -0.26746 -1.38680 -1.91184 0.2161
H -1.85672 0.36092 0.92453 0.2469
H -0.73275 1.74794 0.12178 0.2025
H -0.21809 1.11051 1.63431 0.2273
H -1.14181 -2.50128 2.00553 0.4737

=====

[4]
20
Properties=species:S:1:pos:R:3:nbo_charge:R:1 method="wB97M-V/def2-TZVPD" total_energy_ev=-21416.9126 fmax_ev_per_a=1.59 e_lumo_ha="-0.16416 / -0.14668" charge=+1
B -1.96409 -0.22491 -0.11357 1.0101
C 1.26448 1.48717 -0.45172 -0.2376
C 1.71825 0.23145 0.26134 -0.5598
C 1.42968 -2.44726 0.53523 -0.6053
C -0.86649 0.36003 -1.01729 -0.5434
N -0.22383 1.55494 -0.46914 -0.5231
O -2.71876 -1.25903 -0.50433 -0.8633
O -1.98357 0.37544 1.13189 -0.9264
S 0.97286 -1.25083 -0.54248 0.6464
H 1.66806 2.37551 0.04240 0.2446
H 1.61316 1.47149 -1.48667 0.2315
H 2.79920 0.12716 0.17411 0.2709
H 1.43503 0.23714 1.31337 0.2402
H 1.57215 -2.24610 1.58246 0.2206
H 1.17626 -3.44989 0.24370 0.2417
H -0.80289 0.25322 -2.08582 0.2383
H -0.60275 1.59585 0.49405 0.4622
H -0.51206 2.40178 -0.97321 0.4330
H -3.35447 -1.63848 0.10144 0.5064
H -2.62021 0.04534 1.76423 0.5130

=====

[5]
24
Properties=species:S:1:pos:R:3:nbo_charge:R:1 method="wB97M-V/def2-TZVPD" total_energy_ev=-55614.6975 fmax_ev_per_a=3.70 e_lumo_ha="-0.21951 / -0.21761" charge=+1
Rh 0.31521 0.13242 -0.19490 1.1081
N -0.74080 1.42910 3.55308 -0.7326
C -0.55081 1.21062 2.26191 0.7026
O 0.16419 0.25131 1.87416 -0.6076
C -1.18243 2.07418 1.23613 -0.5365
C -0.24344 2.07631 0.04899 -0.5059
H -0.32596 0.80568 4.22783 0.4316
H -1.30513 2.19226 3.88328 0.4271
H -1.40762 3.07657 1.61134 0.2488
H -2.13605 1.61259 0.96955 0.2769
H 0.74690 2.48449 0.28344 0.2206
H -0.66073 2.51056 -0.85379 0.2340
Cl 0.91677 -6.93715 0.24043 0.0639
C 0.38225 -5.31843 0.08775 -0.0414
C 1.33263 -4.29334 0.01035 -0.2315
C 0.87342 -3.01684 -0.12080 -0.0985
Cl 1.98956 -1.67558 -0.19934 0.0738
C -0.49958 -2.67710 -0.18752 0.2623
O -0.92460 -1.47507 -0.37548 -0.5806
C -1.42548 -3.75568 -0.06761 -0.0749
Cl -3.10043 -3.40181 -0.10216 0.0668
C -0.98845 -5.04872 0.05154 -0.2198
H 2.38976 -4.51020 0.06771 0.2542
H -1.70628 -5.85417 0.12132 0.2586

=====

[6]
17
Properties=species:S:1:pos:R:3:nbo_charge:R:1 method="wB97M-V/def2-TZVPD" total_energy_ev=-9897.4041 fmax_ev_per_a=6.01 e_lumo_ha=-0.01091
O -3.23090 -0.36799 0.31925 -0.5920
C -2.15799 -0.76399 0.83853 0.3068
C -0.80150 -0.23313 1.11332 -0.4815
C -0.32190 1.00441 0.28854 -0.4790
C -0.03956 0.75725 -1.10954 -0.0655
C 1.23606 0.75877 -1.67270 -0.0913
N 1.66016 -0.44410 -1.08764 -0.3596
C 2.32277 -0.65363 0.08061 -0.2570
H -2.13498 -1.85702 1.01202 0.1267
H -1.72244 0.26663 1.60134 0.3330
H -0.21760 -1.08067 1.44384 0.2623
H 0.64515 1.04668 0.76713 0.2320
H -1.02666 1.81526 0.44900 0.2527
H -0.83628 0.44518 -1.75658 0.2065
H 1.25466 0.83277 -2.74149 0.1879
H 2.41814 -1.72902 0.10132 0.2150
H 2.95288 0.20261 0.35306 0.2031